97
Properties=species:S:1:pos:R:3:forces:R:3 method="wB97M-V/def2-TZVPD" total_charge=-2 homo_ev=-1.7 orbital_gap_ev=5.6 e_lumo_ev=3.8262
C 10.19353 6.69061 12.60921 1.17 2.12 -0.43
C 13.33907 12.05987 19.42359 -0.22 -0.67 -0.90
H 8.48072 8.22429 17.15700 0.43 -0.05 0.84
H 5.99799 7.01896 13.95522 0.21 0.20 -0.07
C 7.18210 7.53203 15.64609 1.14 0.20 -0.85
F 6.08584 13.95183 12.93174 -1.33 0.41 -0.55
C 7.89643 14.73864 18.49346 -0.14 -0.03 0.14
H 11.21743 11.99712 22.04552 0.10 0.04 -0.28
C 12.76373 9.53910 13.06768 0.27 1.12 0.59
N 9.79183 18.27526 15.59252 -0.44 0.91 0.30
S 9.86116 13.13510 17.42297 0.24 0.25 1.81
C 13.43541 17.04643 13.28306 0.70 -2.40 -0.50
H 14.35308 11.81089 19.08500 -0.37 0.21 0.32
H 9.82835 10.68711 16.27864 0.53 -0.80 -0.21
O 6.88601 14.83760 16.18760 -0.90 1.54 0.95
H 7.26949 13.87554 18.41118 -0.08 -0.48 -0.04
N 10.77888 16.72362 14.48347 -0.20 -0.11 -0.29
H 11.09066 9.88571 15.26894 -0.23 -0.02 0.32
H 6.48723 9.10327 11.87177 -0.15 -0.09 -0.35
C 9.25484 14.63824 18.22722 0.34 0.41 0.05
O 10.68973 13.60860 16.28068 0.21 0.13 -0.62
H 11.12021 15.81698 17.95784 -0.17 -0.40 0.27
C 12.94158 11.82868 20.75038 0.40 0.87 -1.07
C 11.52842 17.81394 14.45964 -0.44 0.97 0.62
H 12.27587 12.73858 14.14623 0.39 -0.08 0.20
C 11.00839 7.24258 8.93826 0.15 0.24 -0.70
H 10.89807 11.52627 10.65400 -0.48 -1.24 -1.98
H 10.45115 7.45554 13.37858 0.05 -1.24 -0.11
C 7.65078 8.28218 13.41006 -0.35 -0.31 -0.30
C 7.14803 8.23886 11.96649 0.09 0.61 0.88
H 10.70671 5.62482 10.31456 0.28 0.33 -0.05
H 6.18977 16.04788 18.66098 -0.47 -0.16 0.19
O 7.66966 13.49094 14.66554 2.19 -0.85 -0.82
Sr 9.88299 14.50846 14.08510 0.75 -0.82 0.23
C 8.04456 17.09124 18.52925 -0.68 0.16 0.41
N 14.70726 17.06634 12.91484 -0.04 0.21 0.02
C 10.75616 12.45760 20.00731 -1.98 0.52 1.73
C 11.11312 12.69292 18.71145 0.11 -0.43 -0.79
C 7.25440 15.96908 18.66442 1.28 0.00 -0.35
H 14.68455 8.53351 13.08337 0.16 -0.77 -0.37
H 9.92963 17.93992 18.37030 0.30 -0.41 -0.16
C 10.73196 9.46090 9.94314 -0.75 -1.01 0.20
C 10.97791 8.61757 8.84426 0.37 0.75 0.38
H 9.53773 11.15687 9.53277 0.54 0.17 -0.52
H 6.60635 5.52322 15.86292 -0.10 -0.20 0.03
C 10.07686 15.78555 18.27041 -0.71 -0.24 -0.64
C 6.85492 7.61132 14.29460 -0.40 -0.82 1.15
H 14.82524 12.61932 14.31703 -0.41 -0.37 0.03
C 9.09997 8.93292 15.25601 0.95 1.29 -0.39
F 4.82392 13.98907 14.77775 -2.04 0.11 -1.44
H 11.45292 6.93740 6.77960 0.26 0.29 0.24
C 10.77396 6.71499 10.19196 -0.92 -0.59 0.34
C 10.24436 9.70505 15.93420 -0.47 -0.26 -0.10
C 6.89478 14.37112 15.07864 0.81 -0.45 -0.68
H 7.11906 6.29760 17.35509 0.07 -0.13 0.43
H 13.65525 11.49003 21.50136 -0.21 0.13 -0.19
N 12.74241 18.03617 13.86281 -1.20 1.40 0.60
C 11.17321 6.39844 7.68278 -0.04 -0.65 0.56
H 9.70632 12.57161 20.30847 0.29 0.16 -0.26
C 10.37704 8.92852 11.21059 -0.38 -1.85 -1.06
C 12.83372 11.81787 13.99159 0.67 -0.25 -0.72
C 5.78320 14.62382 14.04973 2.40 -2.46 2.54
H 13.10511 18.97078 13.92326 0.05 -0.12 0.05
C 14.21174 11.74494 14.06301 0.15 -0.55 -0.06
H 9.20941 6.34442 12.83254 -0.84 -0.14 -0.09
H 10.86880 5.83892 12.60125 0.18 0.04 0.12
As 9.46471 10.14722 12.49607 0.60 0.21 -0.17
C 14.14085 9.42913 13.26231 -0.71 1.45 0.53
N 14.94986 15.78777 12.55218 0.29 -0.20 -0.17
C 9.41200 16.98306 18.42118 0.89 0.96 0.13
C 10.37926 7.49313 11.29005 0.65 -0.18 0.27
C 8.80522 8.91958 13.88447 -0.35 0.56 -0.58
H 12.27897 8.73408 12.57890 -0.62 -0.49 -0.13
H 10.56632 9.07979 16.80026 -0.11 0.69 -0.43
H 11.84974 5.54106 7.82712 0.07 0.41 0.01
N 10.76013 11.08617 13.22363 0.52 0.84 0.25
H 11.16343 9.09415 7.88624 0.01 -0.01 -0.04
N 13.89695 15.05392 12.70446 -0.19 0.84 0.02
C 12.08074 10.75688 13.41691 -0.45 -0.13 -0.44
N 10.93121 18.79585 15.15098 0.47 0.37 -0.05
H 5.52626 6.68306 16.67524 0.13 -0.30 0.06
H 12.78756 12.48166 17.35860 -0.19 0.16 0.38
C 14.84637 10.52261 13.72971 0.76 0.52 0.64
F 5.50145 15.84501 13.79131 -1.28 1.97 -0.75
C 6.57405 6.44476 16.43606 -1.05 0.20 0.61
N 9.67637 17.07223 15.20201 0.05 -0.99 -0.33
C 12.42426 12.43270 18.39212 1.55 -0.11 0.17
H 10.22493 5.93096 7.44380 -0.43 -0.10 -0.04
C 8.29063 8.25191 16.11254 -1.85 -1.28 -0.42
H 15.92156 10.41442 13.90702 -0.26 0.17 -0.20
C 10.60694 10.91504 9.67104 0.87 1.92 2.66
H 7.92739 8.33529 11.24173 0.41 0.01 -0.50
H 7.63385 18.09436 18.44523 -0.17 -0.20 0.20
C 11.62134 12.12665 21.04019 -0.19 -0.71 0.03
N 12.88097 15.83837 13.16807 0.35 -0.99 -0.40
H 6.60307 7.31498 11.76941 -0.05 0.06 0.11
H 11.32893 11.24895 8.90917 -0.76 -0.02 -0.07



12
Properties=species:S:1:pos:R:3:forces:R:3 method="wB97M-V/def2-TZVPD" total_charge=0 homo_ev=-8.7 e_above_lowest_kcal_mol=75.9 orbital_gap_ev=9.0 e_lumo_ev=0.2690
O 2.84980 0.25134 -0.97990 0.79 1.06 0.78
C 0.32588 -0.58723 -0.30683 0.86 -0.24 -0.32
C 2.04154 -0.13340 -0.22092 -2.55 -2.89 -1.72
C -0.35238 0.55626 0.22972 0.11 1.62 0.98
O 0.30020 1.47405 0.75672 -1.02 -1.26 -0.32
H -2.21529 -0.03905 -0.70417 0.05 -0.06 0.16
H -0.04723 -1.20985 -1.10345 -0.24 -0.11 0.07
H 1.95329 -1.82623 0.91845 -1.13 -0.54 0.27
N 1.44709 -1.09083 0.44010 3.20 2.01 0.40
C -1.84904 0.61952 0.08618 -0.06 0.56 -0.37
H -2.14568 1.64334 -0.15359 -0.03 -0.08 0.14
H -2.30818 0.34210 1.03770 0.04 -0.06 -0.06



22
Properties=species:S:1:pos:R:3:forces:R:3 method="wB97M-V/def2-TZVPD" total_charge=0 homo_ev=-8.7 e_above_lowest_kcal_mol=151.1 orbital_gap_ev=9.7 e_lumo_ev=1.0099
H 0.06716 -0.44323 -1.63583 -0.81 0.87 0.72
C -1.49769 -1.14206 0.26540 -2.61 -2.69 -3.33
C 1.18970 -0.31268 0.56206 -2.05 1.47 -2.47
C -0.38531 -0.23258 0.46858 0.83 0.10 1.49
C 0.17824 1.50621 -0.82562 -1.84 1.44 -4.00
H -0.35932 2.42927 -0.40295 0.73 -1.59 0.33
C -0.64104 0.18096 -0.98861 2.80 1.00 -0.23
H -2.67568 -0.77942 -1.70427 -0.57 -0.23 -0.29
H 3.18049 -1.09887 0.17383 -3.23 -1.18 -0.99
H -1.76524 -2.11985 0.71604 -0.14 0.94 0.18
C -0.92018 0.77774 1.57797 -2.54 0.79 1.67
C -1.92323 -0.61969 -0.97422 1.79 -0.14 4.00
H 1.49079 -0.14746 1.55442 0.56 -0.03 1.37
H 0.51557 1.90893 -1.81419 -0.47 -0.24 0.36
H -1.69815 0.04095 2.36043 2.49 2.52 -2.17
H -1.71717 1.63386 1.04390 2.38 -2.58 1.76
H 1.80413 -2.33093 0.43533 -0.17 -1.31 -0.24
H 1.96351 -1.39190 -1.35524 -0.29 -0.56 3.69
N 1.38780 0.97348 -0.24695 0.26 0.00 0.52
C 1.98132 -1.43803 -0.10829 3.52 3.04 -1.61
H 1.69310 1.80709 0.20303 1.35 -0.10 1.27
H -0.10466 1.35799 2.29049 -2.00 -1.53 -2.04



84
Properties=species:S:1:pos:R:3:forces:R:3 method="wB97M-V/def2-TZVPD" total_charge=+2 homo_ev="-13.6 / -13.6" spin_multiplicity=5 s2=6.0045 orbital_gap_ev="7.0 / 7.2" e_lumo_ev="-6.5693 / -6.3933"
C -1.26660 -5.38637 -2.50694 -0.12 -0.24 0.02
C 0.96409 1.18887 4.91783 -0.11 -0.04 -0.14
H -2.96553 -3.77884 -0.03126 -0.05 -0.16 -0.29
H 0.64903 -2.69128 1.07023 0.30 -0.28 -0.20
H -4.65016 -0.78321 -5.13821 0.25 0.33 0.22
C 3.00136 -3.68472 -1.20020 -0.25 0.35 0.06
H 6.17889 1.82193 -1.58925 -0.21 -0.36 0.18
H 3.39374 -1.05074 1.38409 0.41 0.23 -0.03
C 3.34597 1.66832 4.75105 -0.15 -0.02 -0.09
N 4.64066 -5.64452 -1.79002 -1.76 2.12 0.64
C 2.92353 -2.53631 -1.98607 0.77 -0.11 -0.81
H -6.00974 -1.70732 3.14759 0.29 0.12 -0.29
C 2.01348 1.41605 2.74914 0.11 -0.16 0.28
C -3.12972 1.86024 -3.55395 0.04 -0.06 0.06
H -4.34191 1.70010 -5.33093 0.17 -0.19 0.26
C -3.91654 -1.85614 2.65756 0.24 -0.03 0.12
P -2.14716 -1.17956 -0.98240 -0.19 -0.15 -0.18
H -2.59304 -6.07215 -0.92772 0.28 0.24 -0.19
H 3.90724 2.57295 -0.87225 0.29 -0.08 0.12
H -3.60339 -1.99304 -3.23885 -0.10 0.25 -0.06
C 5.56988 1.18057 -0.94539 0.14 -0.05 -0.07
C -3.88316 1.15638 -4.50194 -0.09 -0.03 -0.02
C -3.34246 -1.27861 0.37886 -0.18 0.29 0.14
H -6.67604 -0.79864 0.90996 0.57 -0.06 0.20
H -1.89023 -1.91374 1.88621 -0.29 -0.19 -0.03
C -1.80721 -2.83146 -1.58150 0.14 -0.66 0.33
C -2.78490 -0.20866 -2.35073 -0.14 0.04 -0.42
H 0.84168 2.45776 -1.60135 0.21 0.29 0.04
H -4.91465 -0.46685 -0.84343 -0.09 -0.24 0.30
H -1.98936 1.72063 -1.71444 -0.33 -0.05 -0.25
C 2.17045 -3.72795 -0.08296 0.05 -1.04 0.68
Ho -0.21782 0.17151 0.21839 -1.30 1.17 1.12
C 1.37360 5.69423 -0.63391 0.08 0.07 -0.05
P 1.98970 1.43565 0.94646 0.37 0.33 -0.09
C 1.69541 3.10463 0.30741 -0.10 0.32 0.22
H 2.26004 1.50786 6.61180 -0.02 -0.04 -0.40
C -4.06320 -0.22811 -4.40036 0.09 0.11 0.09
C 6.03890 -0.06357 -0.52058 0.31 0.05 -0.11
C -0.64224 -4.28743 -3.10520 0.14 -0.20 -0.27
H -0.09979 0.95443 3.04125 0.17 0.24 0.29
C 1.32047 -2.68050 0.20351 -0.19 0.59 -0.48
H 1.99154 -0.59876 -2.24027 0.15 -0.40 0.03
C 3.90833 -4.76937 -1.52478 1.34 -1.61 -0.47
H -1.10418 -6.38677 -2.91745 -0.02 0.35 0.20
C 1.99699 4.18789 1.14261 0.00 0.02 -0.40
H 7.03197 -0.40767 -0.82833 -0.43 0.15 0.06
C 2.05204 -1.52408 -1.65862 -0.47 0.44 0.63
C 2.19757 1.45730 5.52152 0.04 0.08 0.06
C 3.59162 0.85867 0.39190 0.34 0.02 -0.70
H 3.58204 -2.42958 -2.85208 -0.32 0.00 0.25
C 4.32263 1.63046 -0.52080 -0.03 -0.22 0.39
H -3.62518 -2.24634 3.64206 -0.22 0.29 -0.45
H 0.61815 4.78433 -2.46191 0.14 0.02 0.53
H 0.06775 1.02910 5.52692 0.44 0.03 -0.21
H 2.19149 -4.60551 0.57028 -0.05 0.37 -0.21
Cl -1.76479 2.02015 1.00142 0.78 -0.79 -0.55
H 0.02871 -4.42272 -3.96286 -0.30 -0.02 0.43
C -2.10426 -5.21709 -1.40151 0.13 -0.13 -0.13
H 1.28826 6.71095 -1.02824 -0.01 -0.38 0.19
H 2.15047 6.33809 1.29578 -0.26 -0.41 -0.37
C -3.49765 -0.91244 -3.32564 -0.21 0.32 -0.23
C 1.85810 5.48943 0.66206 -0.02 0.05 -0.06
H 5.61448 -1.86974 0.61235 -0.10 0.50 -0.18
C -0.90290 -3.01285 -2.63874 -0.14 0.39 0.22
C 4.03771 -0.41976 0.75995 -0.45 0.21 0.10
C -4.66279 -0.88534 0.13306 0.11 -0.22 0.06
H -2.99690 2.94411 -3.63977 -0.06 -0.48 -0.04
C 5.25888 -0.87712 0.30510 0.25 -0.30 0.06
H 4.13941 1.76395 2.74274 -0.16 0.08 0.21
C 3.25152 1.63160 3.35983 -0.04 0.07 0.42
C 1.00239 4.61664 -1.44804 -0.04 -0.18 -0.11
H -2.96106 2.13665 3.35636 0.13 -0.66 0.63
H 4.31431 1.87657 5.21566 -0.43 -0.14 -0.08
C -2.34933 -3.93693 -0.91429 0.01 0.20 -0.32
H 2.34093 3.99360 2.15781 0.02 0.17 -0.25
C 1.14586 3.31218 -0.97845 0.35 0.09 0.69
H -2.81796 1.55215 3.82978 -0.22 0.62 -0.38
H -0.40810 -2.13730 -3.07526 -0.29 -0.36 -0.07
C -5.25116 -1.54438 2.37678 -0.12 -0.10 -0.03
N 1.24693 -1.57771 -0.57336 0.49 -0.57 -0.16
C -2.56417 1.18092 -2.47632 -0.17 -0.53 0.01
C 0.86491 1.15028 3.52637 0.54 0.18 -0.19
C -5.62660 -1.04274 1.12556 -0.07 -0.03 0.16
C -2.94613 -1.69867 1.66959 -0.39 0.20 -0.63



8
Properties=species:S:1:pos:R:3:forces:R:3 method="wB97M-V/def2-TZVPD" total_charge=0 homo_ev=-10.0 e_above_lowest_kcal_mol=83.2 orbital_gap_ev=9.4 e_lumo_ev=-0.6113
O 1.05244 -1.47777 0.00818 -0.04 3.94 0.17
C -0.22786 0.53616 -0.15679 -0.02 -3.28 0.35
O -0.88134 1.51997 0.25814 -1.52 1.14 0.31
H 0.07545 -1.57803 0.03179 -1.09 -1.46 0.23
F 2.16647 0.50156 -0.12142 -1.88 -0.40 0.19
C 0.95920 -0.09574 0.02124 1.85 -2.13 -0.81
H -1.71412 1.61389 -0.26638 0.78 0.23 0.19
F -1.43025 -1.02005 0.22523 1.91 1.98 -0.64



13
Properties=species:S:1:pos:R:3:forces:R:3 method="wB97M-V/def2-TZVPD" total_charge=0 homo_ev=-9.1 e_above_lowest_kcal_mol=33.7 orbital_gap_ev=9.6 e_lumo_ev=0.5262
C 1.81435 -1.08783 -0.17425 0.66 3.78 -1.15
C -0.18068 0.33399 0.11927 -0.39 2.59 -1.33
C -1.56823 0.20306 0.64966 -0.68 1.06 1.83
Cl -2.65709 -0.56433 -0.46088 -0.77 -1.08 -1.53
C 0.32358 1.43820 -0.42844 -1.70 1.37 0.27
H -1.56026 -0.47745 1.50902 0.00 0.45 0.09
H 2.15908 -2.04741 -0.23144 1.08 -2.20 -0.18
H -0.08145 -1.76510 0.09962 0.20 0.34 0.06
C 0.53336 -0.85500 -0.02484 -0.54 -3.97 0.81
H -0.19509 2.38900 -0.37561 -0.31 -0.06 0.23
H -2.18954 1.11353 0.87534 1.61 -0.46 0.20
H 1.13865 1.52667 -1.09733 1.13 -0.56 -0.11
H 2.46330 -0.20734 -0.46011 -0.30 -1.26 0.80